Entry 1:
Entry from the Open Molecules 2025 dataset: a molecular structure, C43H45N4O8Pd at a distorted geometry (wB97M-V/def2-TZVPD).

frontier orbital gap (alpha / beta): 0.3121 / 0.2158 Ha
largest force on an atom: 1.0 eV/Å
LUMO (alpha / beta): -2.780 / -5.402 eV
HOMO (alpha / beta): -11.3 / -11.3 eV

Geometry as ORCA input:
```
! wB97M-V def2-TZVPD RIJCOSX def2/J DEFGRID3
* xyz 1 5
Pd -0.306 -1.266 1.012
O 2.318 -1.974 5.049
C 1.576 -1.800 3.950
O 1.551 -0.776 3.320
C 0.772 -3.021 3.626
C 0.839 -4.144 4.427
C 0.037 -5.237 4.117
C -0.806 -5.155 3.032
C -0.809 -3.992 2.276
N -0.032 -2.954 2.558
C -1.752 -3.854 1.099
O -2.471 -4.793 0.830
O -1.721 -2.708 0.499
H 2.814 -1.158 5.200
H 1.507 -4.153 5.276
H 0.067 -6.130 4.729
H -1.469 -5.958 2.738
C 1.073 4.021 -0.897
C 1.669 3.078 -1.920
C 2.514 3.766 -2.959
O 0.618 2.354 -2.575
C 0.510 1.075 -2.071
C 1.592 1.022 -0.948
O 2.449 2.078 -1.291
C 2.391 -0.301 -0.768
O 1.739 -1.065 0.177
C 2.639 -1.112 -2.047
C 2.602 -2.501 -2.001
C 2.830 -3.251 -3.147
C 3.095 -2.621 -4.355
C 3.136 -1.235 -4.407
C 2.915 -0.485 -3.260
C 3.756 0.057 -0.086
C 4.895 0.289 -0.847
C 6.078 0.637 -0.218
C 6.147 0.729 1.168
C 5.010 0.490 1.924
C 3.814 0.157 1.302
C -1.037 0.684 -1.591
O -0.896 0.418 -0.264
C -1.409 -0.552 -2.437
C -2.295 -0.447 -3.505
C -2.576 -1.560 -4.289
C -1.979 -2.783 -4.017
C -1.080 -2.886 -2.967
C -0.793 -1.771 -2.199
C -2.106 1.785 -1.681
C -2.098 2.935 -2.465
C -3.200 3.786 -2.464
C -4.314 3.509 -1.686
C -4.329 2.362 -0.903
C -3.239 1.510 -0.906
H 0.468 4.780 -1.393
H 1.876 4.505 -0.340
H 0.433 3.471 -0.199
H 1.996 4.640 -3.354
H 2.726 3.080 -3.780
H 3.452 4.081 -2.501
H 0.692 0.363 -2.865
H 1.139 1.212 0.028
H 2.396 -3.001 -1.063
H 2.802 -4.333 -3.093
H 3.271 -3.205 -5.249
H 3.342 -0.731 -5.344
H 2.955 0.597 -3.317
H 4.880 0.211 -1.925
H 6.958 0.833 -0.821
H 7.082 0.984 1.651
H 5.051 0.563 3.005
H 2.927 -0.006 1.892
H -2.782 0.493 -3.728
H -3.275 -1.465 -5.110
H -2.208 -3.649 -4.625
H -0.603 -3.831 -2.742
H -0.052 -1.872 -1.421
H -1.253 3.172 -3.090
H -3.182 4.674 -3.085
H -5.169 4.173 -1.700
H -5.200 2.123 -0.304
H -3.270 0.594 -0.322
C -3.401 -1.452 2.762
N -3.408 0.004 2.793
C -4.698 0.626 2.508
C -2.252 0.701 2.725
N -1.106 0.128 2.455
N -2.345 2.051 2.964
C -1.271 2.911 2.496
C -3.017 2.515 4.180
H -4.297 -1.812 3.266
H -2.527 -1.823 3.288
H -3.386 -1.839 1.744
H -5.206 0.051 1.731
H -4.558 1.643 2.153
H -5.337 0.641 3.393
H -0.318 0.743 2.598
H -0.434 2.962 3.203
H -1.661 3.921 2.368
H -0.913 2.563 1.528
H -3.567 1.700 4.641
H -3.712 3.328 3.959
H -2.278 2.880 4.900
*
```


Entry 2:
Entry from the Open Molecules 2025 dataset: a molecular structure, C60H80Ge2N2O4PPbSi at a distorted geometry (wB97M-V/def2-TZVPD).

energy above the lowest of the compared OMol25 structures with the same formula, charge and spin: 0.633 eV
frontier orbital gap (alpha / beta): 0.2106 / 0.1953 Ha
largest force on an atom: 2.3 eV/Å
LUMO (alpha / beta): 4.129 / 3.178 eV
HOMO (alpha / beta): -1.6 / -2.1 eV

Geometry as ORCA input:
```
! wB97M-V def2-TZVPD RIJCOSX def2/J DEFGRID3
* xyz -2 2
Pb 0.364 -0.032 0.366
C -0.411 -3.357 4.006
C -0.852 -1.971 4.460
C -0.372 -1.777 5.894
P -0.331 -0.677 3.153
C -1.425 0.807 3.540
C -2.074 0.901 4.919
C -0.688 2.099 3.204
C 1.371 -0.287 3.741
C 1.647 0.285 4.975
C 2.904 0.215 5.560
C 3.177 0.771 6.935
C 3.893 -0.496 4.877
C 3.677 -0.991 3.617
C 2.431 -0.828 2.951
N 2.252 -1.168 1.675
C 3.220 -1.907 0.998
C 3.062 -3.304 0.940
C 1.953 -3.926 1.722
C 3.928 -4.089 0.207
C 4.983 -3.531 -0.499
C 5.871 -4.397 -1.343
C 5.164 -2.164 -0.412
C 4.318 -1.347 0.326
C 4.664 0.109 0.406
H -0.864 -4.125 4.637
H 0.669 -3.438 4.085
H -0.707 -3.542 2.979
H -1.947 -1.938 4.436
H 0.712 -1.684 5.924
H -0.652 -2.658 6.479
H -0.813 -0.905 6.368
H -2.226 0.692 2.802
H -1.338 1.125 5.689
H -2.604 -0.012 5.177
H -2.806 1.711 4.911
H 0.274 2.163 3.713
H -1.297 2.956 3.496
H -0.509 2.151 2.133
H 0.850 0.764 5.533
H 2.380 1.445 7.252
H 4.123 1.318 6.947
H 3.255 -0.038 7.670
H 4.854 -0.651 5.356
H 4.469 -1.517 3.100
H 1.053 -3.332 1.582
H 2.207 -3.911 2.783
H 1.785 -4.958 1.419
H 3.779 -5.161 0.185
H 6.151 -5.300 -0.801
H 6.774 -3.865 -1.633
H 5.340 -4.697 -2.247
H 5.992 -1.701 -0.934
H 5.724 0.227 0.631
H 4.084 0.600 1.180
H 4.467 0.599 -0.547
C 1.830 -2.707 -2.593
Ge 1.156 -0.793 -2.382
C 2.867 0.211 -2.913
C 4.051 -0.442 -3.239
C 5.227 0.249 -3.479
C 5.257 1.631 -3.390
C 4.092 2.305 -3.065
C 2.923 1.599 -2.842
C -0.016 -0.191 -3.978
C -0.355 1.143 -3.931
C -1.146 1.766 -4.903
C -1.652 1.042 -5.944
C -1.395 -0.341 -6.018
C -1.975 -1.127 -7.034
C -1.764 -2.475 -7.092
C -0.959 -3.093 -6.126
C -0.395 -2.358 -5.121
C -0.579 -0.965 -5.028
H 2.221 -2.948 -3.580
H 1.031 -3.394 -2.335
H 2.624 -2.844 -1.865
H 4.058 -1.517 -3.319
H 6.131 -0.295 -3.733
H 6.178 2.176 -3.574
H 4.095 3.385 -2.979
H 2.029 2.145 -2.582
H -0.033 1.743 -3.096
H -1.356 2.823 -4.809
H -2.277 1.500 -6.701
H -2.602 -0.639 -7.771
H -2.226 -3.073 -7.868
H -0.792 -4.161 -6.184
H 0.181 -2.842 -4.354
O -3.652 -2.500 3.126
N -3.036 -2.473 2.059
O -1.988 -1.796 1.921
C 1.038 4.777 2.224
Ge 2.018 3.839 0.762
C 3.970 4.178 1.167
C 1.631 4.916 -0.879
C 1.829 1.896 0.639
H 1.330 5.823 2.265
H 1.249 4.332 3.190
H -0.033 4.729 2.061
H 4.212 5.235 1.258
H 4.597 3.753 0.386
H 4.238 3.691 2.101
H 2.270 5.794 -0.936
H 0.600 5.250 -0.851
H 1.774 4.337 -1.785
H 2.281 1.555 1.573
H 2.522 1.624 -0.157
C -1.339 -4.286 -0.154
O -1.134 -2.993 -0.643
H -1.119 -4.988 -0.961
H -2.373 -4.443 0.169
H -0.678 -4.514 0.690
H -1.403 -2.355 0.041
C -5.371 -0.133 -2.808
C -4.189 -0.578 -1.949
C -4.645 -1.687 -1.003
C -3.126 -1.142 -2.886
Si -3.408 0.848 -0.888
O -2.031 0.497 -0.258
C -3.295 2.485 -1.888
C -2.083 3.161 -1.809
C -1.861 4.366 -2.451
C -2.879 4.959 -3.181
C -4.097 4.311 -3.275
C -4.292 3.093 -2.642
C -4.788 1.169 0.412
C -4.639 0.546 1.644
C -5.555 0.683 2.669
C -6.688 1.452 2.469
C -6.888 2.054 1.238
C -5.942 1.923 0.233
H -5.811 -0.987 -3.336
H -5.024 0.582 -3.552
H -6.146 0.332 -2.199
H -4.936 -2.583 -1.557
H -5.490 -1.363 -0.398
H -3.835 -1.953 -0.331
H -3.540 -1.921 -3.534
H -2.299 -1.559 -2.317
H -2.731 -0.357 -3.526
H -1.296 2.720 -1.217
H -0.895 4.849 -2.381
H -2.727 5.917 -3.670
H -4.908 4.762 -3.841
H -5.254 2.617 -2.757
H -3.773 -0.073 1.780
H -5.380 0.203 3.624
H -7.414 1.584 3.263
H -7.781 2.646 1.069
H -6.117 2.426 -0.707
*
```